1.
ORCA calculation (wB97M-V/def2-TZVPD) on a cluster of 3 separate species, C9H20Cl4OS in total at a distorted geometry.

Positions of all 35 atoms, in Å:
C1 4.418 12.349 4.139
H1 -0.032 9.541 7.052
H2 1.978 11.142 4.164
H3 3.080 10.033 4.915
C2 1.574 10.810 6.275
H4 6.171 13.586 3.615
C3 5.186 8.182 2.653
H5 6.130 13.081 5.304
H6 4.823 11.408 3.748
H7 0.082 9.502 5.333
H8 7.174 9.923 0.182
C4 0.697 9.567 6.235
H9 4.186 11.714 6.156
H10 5.055 7.206 3.119
C5 6.343 9.799 0.866
S1 6.371 8.050 1.320
Cl1 8.509 9.565 7.929
H11 6.492 10.321 1.810
Cl2 7.122 12.073 7.684
O1 7.688 7.896 1.974
H12 3.848 12.753 3.291
H13 5.053 14.327 4.727
H14 1.288 8.652 6.330
H15 5.617 8.842 3.416
H16 5.403 10.130 0.425
C6 2.521 10.962 5.100
Cl3 5.662 9.671 8.301
C7 7.009 10.341 7.405
H17 3.057 12.969 5.691
C8 5.505 13.367 4.452
H18 4.205 8.593 2.411
Cl4 6.809 10.010 5.685
C9 3.545 12.054 5.335
H19 0.940 11.708 6.296
H20 2.120 10.857 7.223

Summary:
charge	0
total energy	-72628.8179	eV
HOMO-LUMO gap	9.42	eV

Atomic partial charges in e from the Mulliken method, atoms 1 to 8:
1. C 0.29
2. H 0.38
3. H 0.34
4. H 0.13
5. C -0.41
6. H 0.39
7. C -0.37
8. H 0.06


2.
ORCA calculation (wB97M-V/def2-TZVPD) on a structure of composition C9H20F3O9PV at a distorted geometry.

Positions of all 43 atoms, in Å:
F1 -2.352 -20.312 18.035
O1 2.879 -19.868 14.457
O2 0.119 -20.353 16.178
C1 4.155 -19.865 13.826
V1 1.363 -18.338 15.078
O3 2.125 -16.931 15.057
H1 3.176 -12.933 7.745
H2 3.461 -20.894 12.060
H3 -1.738 -20.900 15.567
H4 1.361 -11.878 11.406
C2 4.022 -14.733 12.780
F2 -1.956 -18.396 16.943
H5 0.395 -20.668 18.116
C3 -0.798 -21.396 15.809
H6 -0.905 -22.240 16.490
H7 -0.766 -22.995 14.256
H8 -0.507 -21.441 13.640
C4 -0.006 -19.880 17.479
H9 5.078 -14.953 12.623
O4 2.957 -12.381 10.331
O5 5.309 -13.519 10.352
H10 3.563 -14.554 7.030
P1 3.872 -13.741 10.350
C5 1.560 -12.366 10.452
C6 -0.315 -22.041 14.530
H11 1.987 -14.165 7.524
O6 0.002 -18.165 14.270
H12 1.098 -11.731 9.696
C7 4.340 -20.857 12.703
C8 3.028 -14.011 7.809
H13 4.157 -13.761 13.256
O7 3.254 -14.522 11.636
H14 0.741 -22.308 14.528
H15 3.355 -15.407 13.316
H16 4.412 -18.867 13.472
O8 0.959 -18.879 17.386
O9 3.221 -14.623 9.103
H17 4.529 -21.853 13.104
H18 4.974 -19.975 14.538
H19 5.205 -20.618 12.084
H20 1.084 -13.346 10.429
F3 -1.268 -18.655 19.090
C9 -1.408 -19.297 17.885

Summary:
charge	-1
ΔE to the lowest compared entry with this formula, charge and spin	0.0	kcal per mole
total energy	-71216.6736	eV
HOMO-LUMO gap	7.95	eV

Atomic partial charges in e from the Mulliken method, atoms 1 to 8:
1. F -0.27
2. O -0.67
3. O 0.07
4. C -0.26
5. V 1.59
6. O -0.80
7. H 0.32
8. H 0.29


3.
ORCA calculation (wB97M-V/def2-TZVPD) on the ion C9H20N2P with charge +1 at a distorted geometry.

Positions of all 32 atoms, in Å:
H1 1.796 -0.846 2.044
H2 3.200 1.919 -0.322
H3 -3.655 -0.583 0.203
C1 1.657 -0.181 1.282
H4 -3.827 1.250 -1.393
C2 -3.186 0.385 0.561
P1 -0.676 -2.564 0.543
N1 -0.943 0.011 -0.193
H5 1.850 -1.540 -0.090
H6 -2.244 -0.417 -1.951
C3 -1.741 0.263 1.013
H7 0.973 0.620 1.485
C4 1.961 0.459 -1.021
H8 2.961 1.336 1.888
C5 3.020 0.493 1.166
H9 3.832 -0.243 1.561
C6 3.183 0.890 -0.321
H10 -1.370 1.181 1.518
C7 -0.065 -1.088 -0.439
N2 1.435 -0.650 -0.106
H11 0.005 -1.251 -1.441
H12 -1.586 -0.536 1.835
H13 -2.500 2.111 -0.491
H14 -3.899 0.734 1.294
H15 0.135 -3.626 -0.120
C8 -2.927 1.197 -0.774
C9 -1.827 0.417 -1.369
H16 4.155 0.490 -0.798
H17 2.200 0.007 -2.007
H18 -1.869 -2.430 -0.237
H19 -1.255 0.947 -2.126
H20 1.206 1.247 -1.197

Summary:
charge	+1
ΔE to the lowest compared entry with this formula, charge and spin	39.5	kcal per mole
total energy	-21917.7527	eV
HOMO-LUMO gap	9.60	eV
SMILES	P[C@@H](N1CCCC1)[NH+]1CCCC1

Atomic partial charges in e from the Mulliken method, atoms 1 to 8:
1. H 0.51
2. H 0.30
3. H 0.22
4. C -0.54
5. H 0.37
6. C -0.58
7. P -0.07
8. N 0.38


4.
ORCA calculation (wB97M-V/def2-TZVPD) on a cluster of 2 separate species, C9H20NOS in total at a distorted geometry.

Positions of all 32 atoms, in Å:
H1 -2.371 0.114 1.061
H2 2.596 -2.164 1.925
H3 3.717 1.309 0.507
H4 3.451 -3.874 -1.893
C1 2.918 0.715 0.015
H5 -1.959 2.696 -0.475
N1 -4.340 0.849 -0.598
C2 -2.990 0.300 -0.995
H6 2.569 -2.262 -2.002
H7 2.070 1.240 -0.548
H8 -2.743 0.648 -2.035
O1 -0.148 -0.753 0.020
H9 -3.015 -0.797 -1.243
H10 -2.352 2.535 1.261
H11 3.213 -0.200 -0.661
H12 -4.208 2.748 -0.939
C3 -2.468 2.186 0.328
H13 -4.663 2.292 0.824
H14 -4.901 0.221 -0.107
H15 3.947 -2.587 -0.823
H16 3.394 -0.951 3.093
H17 2.436 -3.448 -0.483
S1 1.957 0.109 1.468
C4 -0.582 0.578 -0.141
H18 -0.043 1.275 0.605
H19 -0.429 0.863 -1.290
H20 4.066 -1.052 1.656
C5 0.869 -1.162 0.515
C6 -2.087 0.690 0.142
C7 3.109 -1.216 2.137
C8 3.014 -3.042 -1.277
C9 -4.027 2.139 -0.048

Summary:
charge	+1
ΔE to the lowest compared entry with this formula, charge and spin	98.6	kcal per mole
total energy	-24018.2306	eV
HOMO-LUMO gap	7.19	eV

Atomic partial charges in e from the Mulliken method, atoms 1 to 8:
1. H 0.21
2. H 0.32
3. H 0.40
4. H 0.31
5. C -0.70
6. H 0.36
7. N -0.35
8. C -1.01


5.
ORCA calculation (wB97M-V/def2-TZVPD) on an isolated molecule of C9H20OSi at a distorted geometry.

Positions of all 31 atoms, in Å:
H1 -3.028 2.455 -0.347
C1 0.547 1.178 2.769
H2 -2.107 1.458 -1.708
O1 -1.697 0.778 0.116
H3 1.998 -0.585 3.043
H4 -1.363 -3.091 -1.367
H5 -1.326 -0.716 -2.779
H6 2.813 2.479 -1.303
H7 -0.625 -2.862 0.214
C2 -0.036 -1.203 -1.142
H8 -3.450 0.736 -0.780
Si1 -0.185 0.225 0.121
H9 1.351 1.620 2.324
H10 0.640 1.000 3.916
C3 1.599 -0.839 1.993
C4 0.201 -0.075 1.961
C5 -2.686 1.400 -0.717
H11 -0.511 -0.869 2.400
H12 0.194 -0.017 -2.953
H13 1.607 -1.948 1.726
C6 -0.962 -2.291 -0.588
H14 2.690 0.625 -1.596
H15 0.531 2.576 -0.468
H16 -1.921 -1.972 -0.212
C7 2.208 1.542 -1.103
C8 -0.366 -0.983 -2.658
H17 -0.288 1.808 2.637
H18 -0.161 -1.850 -3.114
H19 2.379 -0.382 1.225
C9 0.976 1.512 -0.633
H20 0.979 -1.709 -0.977

Summary:
charge	0
ΔE to the lowest compared entry with this formula, charge and spin	61.6	kcal per mole
total energy	-19580.4091	eV
HOMO-LUMO gap	10.05	eV
SMILES	C=C[Si](OC)(C(C)C)C(C)C

Atomic partial charges in e from the Mulliken method, atoms 1 to 8:
1. H 0.18
2. C -1.67
3. H 0.29
4. O -0.36
5. H 0.34
6. H 0.27
7. H 0.49
8. H 0.27


6.
ORCA calculation (wB97M-V/def2-TZVPD) on a cluster of 2 separate species, C9H20OSi in total at a distorted geometry.

Positions of all 31 atoms, in Å:
H1 2.003 1.435 -0.860
H2 -0.127 -1.640 2.697
C1 -3.259 2.553 0.801
H3 2.284 -1.719 -2.004
H4 -3.995 1.845 -0.992
Si1 0.756 -0.576 -0.225
H5 -0.526 -1.550 -2.883
H6 0.238 1.663 -1.115
H7 -2.552 0.009 1.164
H8 -3.356 -0.790 -1.322
H9 0.528 -0.038 2.633
H10 -2.709 2.214 1.678
H11 1.412 -1.371 3.606
C2 1.006 1.298 -0.368
H12 -3.595 3.568 0.731
H13 1.648 1.595 1.545
H14 -0.001 1.722 1.456
H15 -0.082 -3.003 -2.045
O1 -2.887 -1.010 -0.501
C3 -3.477 1.463 -0.073
C4 0.374 -2.182 -2.590
C5 1.368 -1.199 -1.944
C6 0.893 -1.094 2.668
H16 1.129 3.082 0.892
C7 -2.981 0.188 0.181
C8 0.929 2.007 1.005
H17 1.497 -0.289 -2.570
H18 2.693 -1.432 1.379
H19 0.813 -2.495 -3.531
C9 1.684 -1.420 1.276
H20 1.414 -2.500 0.978

Summary:
charge	0
ΔE to the lowest compared entry with this formula, charge and spin	0.0	kcal per mole
2S+1	3
total energy	-19577.4323	eV
HOMO-LUMO gap (spin up / spin down)	7.81 / 9.25	eV

Atomic partial charges in e from the Mulliken method, atoms 1 to 8:
1. H 0.43
2. H 0.24
3. C -1.02
4. H 0.45
5. H 0.24
6. Si -0.18
7. H 0.24
8. H 0.34


7.
ORCA calculation (wB97M-V/def2-TZVPD) on a structure of composition C9H21BBrF4ReS4SbSi at a distorted geometry.

Positions of all 43 atoms, in Å:
H1 -2.585 -0.390 -1.991
C1 0.263 -3.468 0.459
Br1 2.162 0.133 -1.299
H2 -1.348 -4.899 0.994
H3 -3.173 -2.816 1.212
H4 -0.087 -3.106 -3.003
H5 -3.457 -1.542 -2.995
Sb1 0.348 1.383 4.097
H6 -0.241 -1.347 -2.872
C2 -2.525 -3.848 -2.088
H7 0.962 -2.099 2.042
B1 -1.253 2.000 -2.033
H8 -1.981 -1.920 2.142
F1 -1.162 1.394 -3.190
H9 2.103 -2.617 -0.363
C3 0.608 -3.126 1.915
H10 -3.005 -3.872 -3.070
C4 1.538 -3.546 -0.378
Si1 -1.139 -2.372 -0.164
F2 -2.395 2.074 -1.388
H11 0.276 -5.563 0.995
H12 -2.951 -1.104 0.893
S1 0.123 -0.586 4.991
H13 -3.306 -4.038 -1.348
C5 -2.423 -2.023 1.150
S2 -0.777 1.278 1.832
S3 0.886 3.450 4.492
F3 -0.422 -0.682 -0.203
H14 1.339 -3.808 -1.418
H15 2.180 -4.326 0.039
H16 1.406 -3.792 2.252
C6 -0.391 -4.876 0.466
F4 -0.166 2.509 -1.475
Re1 1.019 0.635 0.731
H17 -3.730 -1.522 -1.260
H18 -1.289 -2.250 -3.961
H19 -0.533 -5.272 -0.536
S4 2.591 0.807 2.030
H20 -0.242 -3.271 2.583
C7 -1.857 -2.466 -1.897
C8 -0.798 -2.280 -2.985
C9 -2.966 -1.413 -2.029
H21 -1.813 -4.671 -2.063

Summary:
charge	+1
ΔE to the lowest compared entry with this formula, charge and spin	0.0	kcal per mole
total energy	-151149.1021	eV
HOMO-LUMO gap (spin up / spin down)	6.69 / 6.68	eV

Atomic partial charges in e from the Mulliken method, atoms 1 to 8:
1. H 0.20
2. C 1.87
3. Br -0.33
4. H 0.39
5. H 0.38
6. H 0.33
7. H 0.53
8. Sb 0.93


8.
ORCA calculation (wB97M-V/def2-TZVPD) on an isolated molecule of C9H21BBrN4O6P at a distorted geometry.

Positions of all 43 atoms, in Å:
H1 3.630 2.813 1.563
H2 -0.161 5.021 2.688
N1 -0.721 -3.076 -0.501
O1 -0.375 0.886 -1.631
C1 -3.267 -2.778 -2.739
C2 2.609 1.344 0.318
H3 -0.483 -5.130 -0.839
O2 -1.971 -0.845 -2.077
O3 -2.669 0.986 -0.391
Br1 -1.785 -3.176 -3.918
H4 -2.170 -1.719 2.040
H5 -3.704 -1.498 -1.128
H6 0.052 3.960 1.430
C3 1.330 3.708 2.949
H7 0.827 -1.780 -1.138
H8 2.320 3.477 0.616
H9 1.320 -3.465 -0.878
C4 2.618 2.602 1.199
N2 0.515 4.500 2.147
H10 2.023 0.676 -1.658
O4 -4.124 -3.566 -2.554
P1 -1.579 0.165 -0.914
C5 0.397 1.814 -0.830
H11 0.115 2.816 -1.153
H12 -3.923 -0.749 -2.730
C6 -0.809 -4.464 -0.038
H13 -0.183 -4.647 0.842
H14 0.378 -3.017 -2.311
N3 1.701 4.120 4.086
H15 -1.839 -4.712 0.212
H16 2.088 0.557 0.876
H17 3.627 0.989 0.147
H18 2.349 2.399 -1.529
O5 -1.711 -2.453 1.622
B1 -1.097 -2.101 0.453
C7 0.518 -2.819 -1.245
H19 2.324 3.454 4.534
C8 1.893 1.548 -1.015
H20 0.121 1.717 0.225
N4 1.675 2.477 2.329
O6 -0.893 -0.718 0.213
C9 -3.274 -1.388 -2.127
H21 2.090 1.884 3.039

Summary:
charge	0
total energy	-107933.1844	eV
HOMO-LUMO gap	9.75	eV
SMILES	[H]/N=C(/N)NCCCCO[P@@](=O)(OCC(=O)Br)OB(O)N(C)C

Atomic partial charges in e from the Mulliken method, atoms 1 to 8:
1. H 0.30
2. H 0.31
3. N 0.45
4. O -0.38
5. C 0.32
6. C -0.69
7. H 0.38
8. O -0.14


Which formula does entry 8 have? C9H21BBrN4O6P